No. 1
The following is a quantum chemistry calculation of a structure of composition C9H12Br3N3O6 in a non-equilibrium geometry, from the Open Molecules 2025 dataset.

* HOMO-LUMO gap: 7.90 eV
* HOMO energy: -8.854 eV
* calculated total energy: -236390.8484 eV
* relative energy (zero: lowest compared OMol25 entry of this formula, charge and spin): 249.6 kcal per mole

```
33
Properties=species:S:1:pos:R:3:forces:R:3:lowdin_charge:R:1
C 0.208618 2.743865 3.646614 -0.4623 -0.7966 0.7427 0.061
N 0.747618 1.802725 2.604144 -0.8984 2.7625 2.0809 -0.375
O 0.170498 0.725435 2.463124 3.7242 0.2644 9.6037 0.000
O 1.424178 2.370795 1.756054 0.6804 -1.4336 -0.0068 0.096
H -0.333202 2.177305 4.403934 0.0338 -0.2519 -0.2396 0.092
H -0.515582 3.389355 3.149644 0.4591 0.3141 -0.0190 0.106
H 1.038078 3.218975 4.170404 -0.0786 0.3077 -0.6186 0.101
C 0.107138 2.403465 -3.144286 0.4894 1.0367 -0.3898 0.029
N 1.021978 3.439435 -2.509606 -0.3239 3.2357 -0.4722 -0.381
O 1.845928 3.053165 -1.701086 -0.6417 0.0756 -0.8552 0.074
O 0.835508 4.674305 -2.786196 0.3139 -3.6089 0.5077 0.019
H 0.650218 1.460875 -3.075766 -0.3903 1.9915 -0.4030 0.034
H -0.162372 2.615125 -4.179016 0.4091 0.5419 0.1498 0.109
H -0.813652 2.434805 -2.561826 0.1753 -0.2080 -0.0555 0.108
C 0.132298 0.733545 -0.682286 -1.2074 -0.4048 -0.4009 -0.029
C 0.391338 -0.078135 -1.773846 0.5666 -1.2796 0.9944 -0.073
C 0.521098 -1.431295 -1.552316 -0.0225 -1.5416 0.7739 0.012
C 0.380108 -1.987445 -0.257316 0.7647 1.2888 -1.0661 -0.131
C 0.211118 -1.111335 0.834104 -0.5753 -0.0017 0.3598 -0.056
C -0.039842 0.250685 0.637884 0.2542 -0.7909 -8.6332 -0.092
N 0.517718 -3.488295 -0.134116 3.0949 1.9372 -1.8472 -0.311
O 1.281088 -4.119955 -0.861406 -1.0887 1.0593 0.1682 0.088
O -0.137612 -4.011945 0.716464 12.5712 1.0761 -0.0369 -0.086
H -0.108462 1.756015 -0.933256 0.3205 0.0658 0.7826 0.077
H 0.577128 0.312335 -2.763506 -0.2679 -1.7309 0.6946 0.066
H 0.729638 -2.107335 -2.368336 0.0005 -0.0905 -0.0626 0.120
H 0.155788 -1.406965 1.871374 0.1405 -0.7253 -0.0924 0.112
H -0.129082 1.079705 1.324294 -2.4945 -0.5231 -4.0458 0.020
C -2.081812 -4.162495 0.784894 -6.8182 -1.4911 0.3869 -1.456
Br -1.874022 -4.793555 -1.030406 -1.4093 -0.0880 -0.4639 0.712
Br -3.122852 -5.491465 1.860434 -0.0702 0.8341 -0.5143 0.510
Br -2.574702 -2.284085 0.943754 -1.0578 -0.8271 -0.0570 0.708
H -1.053892 -4.167595 1.147464 -6.1910 -0.9976 3.0349 -0.262
```
Forces are in eV/Å.

No. 2
The following is a quantum chemistry calculation of a structure of composition C9H12BrN2 in a non-equilibrium geometry, from the Open Molecules 2025 dataset.

* HOMO-LUMO gap (spin up / spin down): 8.23 / 5.78 eV
* charge: +1
* HOMO energy (spin up / spin down): -11.675 / -10.939 eV
* calculated total energy: -82538.7177 eV
* relative energy (zero: lowest compared OMol25 entry of this formula, charge and spin): 96.6 kcal per mole

```
24
Properties=species:S:1:pos:R:3:forces:R:3:lowdin_charge:R:1
C 1.907141 -2.090599 1.984114 -1.5511 0.8655 2.1138 -0.005
C 1.762901 -0.677861 2.263171 -0.5533 -1.0704 1.7207 0.017
C 1.614461 -2.609235 0.725158 -0.3302 0.9992 -0.6543 -0.040
C 1.288486 -1.778740 -0.333101 0.5794 0.7081 0.7883 0.014
C 1.446404 0.104784 1.226972 -0.2256 -0.2143 -2.0178 -0.217
C 1.187145 0.823519 -0.615881 0.2415 -1.1086 1.3266 -0.173
C 1.014668 1.344029 -1.955428 3.4645 0.1882 -0.9149 0.035
C -3.431930 0.779603 -1.116052 -0.0022 -1.5591 -1.5913 -0.224
C -2.742864 1.136361 0.110711 0.0070 2.1929 1.2006 -0.694
N 1.308737 -0.444572 -0.078728 0.3376 -0.1253 0.3063 0.066
N 1.288414 1.369800 0.660237 -0.6977 3.1489 0.0840 0.179
Br -2.199264 -0.065393 1.413241 0.2940 -0.7799 -0.0509 0.695
H 1.840582 -2.648258 2.969762 0.6692 0.0040 -1.8140 0.144
H 1.620659 -0.376871 3.333433 0.7324 -0.0286 -1.2584 0.148
H 1.436926 -3.613001 0.461263 0.3283 -1.3245 0.4808 0.106
H 0.967984 -2.113144 -1.293061 -0.0203 -0.1560 -0.4837 0.135
H 1.504738 2.325446 -2.076574 -0.6713 -0.1980 0.2677 0.119
H 0.036256 1.314247 -2.185100 -3.8146 0.7741 -0.6913 0.045
H 1.404362 0.763235 -2.828666 0.3844 -0.2119 1.2370 0.126
H -3.027952 -0.214884 -1.581227 -1.0393 1.8961 0.7194 0.111
H -3.593199 1.573938 -1.875732 1.2915 -0.1436 0.2851 0.086
H -4.485080 0.739726 -0.878374 -0.7350 -1.1001 0.3276 0.070
H -3.057546 2.041416 0.678028 0.3239 -0.5055 -0.9345 0.040
H 0.907974 2.316454 0.991833 0.9868 -2.2510 -0.4466 0.215
```
Forces are in eV/Å.

No. 3
The following is a quantum chemistry calculation of a structure of composition C9H12BrN2OS in a non-equilibrium geometry, from the Open Molecules 2025 dataset.

* HOMO-LUMO gap: 8.31 eV
* charge: +1
* HOMO energy: -12.119 eV
* calculated total energy: -95423.3555 eV
* relative energy (zero: lowest compared OMol25 entry of this formula, charge and spin): 0.0 kcal per mole

```
26
Properties=species:S:1:pos:R:3:forces:R:3:lowdin_charge:R:1
C -3.980606 -1.641353 1.577918 -0.3229 -0.0873 0.0549 -0.159
C -2.718686 -1.199453 1.174471 0.1689 0.3000 -0.5704 -0.100
C -4.949796 -1.387362 0.642827 0.2389 0.1037 -0.1475 -0.371
C -2.739284 -0.611682 -0.077754 -1.0802 -0.2557 0.1193 -0.452
C -0.326020 0.054150 -0.267160 -0.2529 0.0415 -0.1661 -0.039
C -1.715254 -0.040405 -0.903265 0.5950 0.0694 0.0027 -0.451
C 0.676313 0.413932 -1.022773 2.4530 0.5283 0.1544 -0.486
C 2.540464 -0.054116 0.921784 0.2019 -0.4291 0.7196 -0.020
C 2.646084 2.083083 -0.244607 0.2299 0.9033 0.0824 -0.026
N 3.393434 0.118209 -1.247822 0.8803 -0.2163 -0.1781 0.092
N 2.483690 0.639958 -0.355636 -3.1829 -0.6079 -1.1126 -0.372
O -1.902295 0.354488 -2.029677 -0.3125 -0.0072 0.0224 -0.004
S -4.349827 -0.619571 -0.747356 0.4451 -0.1153 0.4521 1.131
Br 0.746692 0.796251 -2.814956 0.3181 0.0147 0.2018 1.000
H -4.168625 -2.127991 2.517505 -0.0800 -0.0753 0.1405 0.111
H -1.838406 -1.327141 1.777629 0.2083 0.0069 0.1037 0.109
H -5.995236 -1.619580 0.710043 -0.1991 -0.0632 0.0481 0.077
H -0.258147 -0.160451 0.782524 0.2487 -0.0097 0.2377 0.102
H 2.249469 -1.095643 0.795522 -0.0130 0.0347 -0.0946 0.112
H 3.556973 -0.020234 1.316289 -0.0022 0.1044 -0.1194 0.118
H 1.874575 0.423848 1.634940 -0.0594 0.0595 -0.1216 0.106
H 2.486469 2.551595 -1.215166 -0.0286 -0.1305 -0.0119 0.086
H 1.928891 2.488375 0.465398 -0.0584 -0.1627 -0.0354 0.115
H 3.658312 2.314258 0.089113 0.0100 -0.1560 -0.0034 0.118
H 3.344231 -0.893224 -1.317628 -0.1938 0.1305 0.0440 0.127
H 3.356587 0.560061 -2.162165 -0.2121 0.0191 0.1772 0.075
```
Forces are in eV/Å.